No. 1
{
  "formula": "C4H3NS2",
  "method": "ωB97M-V/def2-TZVPD",
  "smiles": "N#CC(=S)[C@@H]1CS1",
  "energy_ha": -1005.23161,
  "spin_multiplicity": 1,
  "relative_energy_kj_mol": 194.8,
  "total_charge": 0,
  "species": ["C", "C", "S", "C", "S", "H", "C", "N", "H", "H"],
  "positions_angstrom": [[-1.4654, -1.0281, 0.2588], [0.7560, -0.2400, 0.7938], [1.9040, -0.6684, -0.5427], [-0.6906, 0.0093, 0.3401], [-1.3110, 1.4821, -0.2716], [2.6636, 0.9895, 1.2093], [1.7735, 0.8833, 0.4183], [-2.3566, -1.8056, -0.1141], [1.3393, 1.8123, 0.0472], [0.7641, -0.9294, 1.7052]],
  "atomic_forces_ev_per_a": [[-10.290, -9.496, -3.361], [-0.302, 0.684, 0.202], [-0.361, 0.847, 0.060], [4.264, 6.801, -0.572], [1.114, -2.205, 1.192], [-2.149, -0.075, -1.956], [1.192, -1.801, 3.113], [5.834, 4.367, 2.785], [0.230, -0.466, -0.295], [0.469, 1.345, -1.169]],
  "nbo_charge": [0.161, -0.385, 0.197, -0.191, 0.126, 0.242, -0.494, -0.173, 0.255, 0.262]
}


No. 2
{
  "formula": "C4H13N3S",
  "method": "ωB97M-V/def2-TZVPD",
  "energy_ha": -722.60914,
  "spin_multiplicity": 1,
  "relative_energy_kj_mol": 156.9,
  "total_charge": 0,
  "species": ["N", "H", "S", "H", "H", "H", "C", "H", "C", "C", "H", "H", "H", "H", "H", "H", "H", "H", "C", "N", "N"],
  "positions_angstrom": [[1.3174, 0.3574, -1.6728], [-0.3452, 1.3371, -2.4588], [-1.5314, -0.4104, -0.1757], [1.8441, -0.1317, 0.7628], [0.9234, 0.8829, -3.6607], [-0.1735, -0.3425, -2.9298], [-1.8102, 0.0420, 1.5828], [1.6295, 1.1581, -1.1366], [0.3731, 0.5828, -2.7692], [-0.5265, 0.2127, 2.3807], [-2.4048, -0.7469, 2.0408], [2.0534, -1.8612, 0.4562], [0.3547, 2.0598, 2.0388], [-0.0448, -0.7581, 2.5302], [-0.0351, 1.1557, 0.7426], [0.9414, -1.6640, -1.5053], [-2.3805, 0.9747, 1.6179], [-0.7210, 0.6324, 3.3723], [1.3804, -0.7907, -1.0407], [2.0592, -0.9201, 0.0965], [0.4179, 1.1192, 1.6711]],
  "atomic_forces_ev_per_a": [[-0.160, -0.272, 0.151], [-0.041, -0.025, -0.061], [0.225, 0.062, 0.069], [0.390, -0.712, -0.099], [-0.126, 0.007, -0.010], [-0.026, 0.056, -0.130], [-0.071, -0.300, -0.138], [0.028, 0.035, -0.189], [0.260, -0.010, 0.243], [0.379, 0.288, 0.049], [-0.115, 0.061, 0.116], [-0.100, 0.194, 0.370], [0.052, -0.010, 0.163], [-0.035, -0.012, -0.069], [0.335, 0.116, -0.001], [0.133, 0.037, -0.140], [-0.036, -0.056, 0.029], [-0.090, -0.099, 0.011], [-0.251, 0.312, 0.063], [-0.543, 0.678, 0.180], [-0.208, -0.350, -0.609]],
  "nbo_charge": [-0.519, 0.243, -0.688, 0.453, 0.201, 0.228, -0.527, 0.407, -0.413, -0.227, 0.205, 0.407, 0.361, 0.168, 0.378, 0.224, 0.189, 0.183, 0.431, -0.789, -0.913]
}


No. 3
{
  "formula": "C9H14N3O5",
  "method": "ωB97M-V/def2-TZVPD",
  "smiles": "CNC(=O)CNC(=O)[C@@H](CC(=O)[O-])NC(C)=O",
  "energy_ha": -891.97861,
  "spin_multiplicity": 1,
  "total_charge": -1,
  "species": ["H", "H", "O", "H", "H", "C", "C", "C", "H", "H", "H", "O", "C", "C", "C", "H", "N", "H", "N", "O", "H", "C", "O", "C", "O", "H", "C", "H", "H", "N", "H"],
  "positions_angstrom": [[-0.1041, -1.3551, 1.0627], [2.2215, 2.0991, 2.7711], [1.2434, 4.4194, 2.1285], [-0.3910, 2.2647, 0.6591], [-0.2371, 0.6106, 2.0156], [0.6436, -1.0301, 0.3690], [1.3430, -3.3721, -0.2386], [0.7399, 3.3445, 1.8393], [2.3666, -5.1124, -0.7608], [0.7856, -0.1583, -1.6235], [-0.4559, -1.3289, -1.4829], [-1.5069, 0.6547, 0.4921], [0.0041, -0.5348, -0.9462], [1.1268, 2.0728, 2.6066], [-0.6086, 4.3046, 0.0176], [0.1884, 4.9607, -0.2618], [1.5635, -2.0688, 0.0283], [2.9922, -4.3075, 0.6965], [0.7506, 0.8239, 1.9954], [-1.1853, 1.3585, -1.6083], [3.3020, -3.6354, -0.9547], [1.4393, 0.0998, 1.1159], [2.6614, 0.2017, 0.9710], [-1.0238, 0.5522, -0.6763], [0.2354, -3.9189, -0.3675], [-1.1335, 3.9047, -0.8680], [2.6033, -4.1371, -0.3059], [0.6387, 2.1008, 3.5716], [-1.3304, 4.9056, 0.5083], [-0.0995, 3.2022, 0.8565], [2.5249, -1.7448, 0.0470]],
  "atomic_forces_ev_per_a": [[-0.608, -0.495, 0.161], [-0.611, 0.034, -0.133], [0.366, 0.573, 0.821], [-0.813, -0.333, -0.372], [-0.264, 0.051, -0.345], [-0.089, 0.864, -0.798], [-1.896, 0.146, 0.255], [1.203, 0.408, 0.435], [0.186, 0.310, 0.245], [-0.188, 0.118, 0.345], [-0.450, -1.017, -0.152], [-0.170, -0.445, -0.123], [0.461, 0.798, 1.010], [1.080, -0.124, -0.089], [0.110, -1.389, -0.369], [0.640, 0.250, -0.274], [1.001, -0.210, 0.473], [0.213, 0.138, -0.057], [-1.032, 0.021, 0.300], [-0.438, 0.065, -0.138], [0.578, 0.192, 0.034], [1.425, -1.036, -0.392], [-0.527, 0.052, -0.337], [0.306, 1.100, -0.307], [1.056, 0.899, 0.266], [0.624, -0.211, 0.420], [0.099, -1.593, -0.645], [-0.038, 0.213, 0.325], [-0.692, 0.511, 0.990], [-1.458, 0.201, -1.647], [-0.074, -0.092, 0.099]],
  "nbo_charge": [0.227, 0.239, -0.684, 0.440, 0.441, -0.127, 0.666, 0.648, 0.228, 0.217, 0.232, -0.832, -0.510, -0.306, -0.416, 0.201, -0.608, 0.227, -0.618, -0.750, 0.217, 0.690, -0.676, 0.756, -0.653, 0.241, -0.703, 0.212, 0.184, -0.596, 0.416]
}


No. 4
{
  "formula": "C16H35FN2O2P2S",
  "method": "ωB97M-V/def2-TZVPD",
  "energy_ha": -2071.32059,
  "spin_multiplicity": 1,
  "relative_energy_kj_mol": 0.0,
  "total_charge": 0,
  "species": ["H", "H", "H", "H", "N", "H", "H", "H", "H", "C", "H", "P", "H", "H", "S", "H", "C", "C", "H", "H", "C", "C", "P", "H", "C", "H", "C", "H", "H", "O", "O", "H", "H", "C", "H", "C", "H", "N", "C", "C", "C", "H", "H", "C", "C", "H", "C", "H", "H", "H", "H", "F", "H", "H", "H", "C", "H", "H", "H"],
  "positions_angstrom": [[-3.8664, 0.8839, -1.9691], [-3.2722, 1.0016, 0.3213], [3.1390, -1.7792, 0.6013], [2.3011, 0.8750, 3.6526], [-1.8221, 1.0429, -2.6265], [-0.1618, 0.1955, -1.6352], [-3.3088, 2.1335, -3.5770], [0.5801, 2.8453, -3.7055], [-0.5822, 1.3426, 0.4887], [2.7447, -2.6663, 0.1057], [-0.5945, 4.1270, -1.7585], [2.3033, -4.3319, 3.1184], [-2.1924, -0.3633, 0.1367], [0.0636, 1.9065, -2.0370], [1.7646, -5.3094, 4.7063], [-2.3621, 0.0421, -4.3992], [-1.4932, 0.1265, -3.7505], [2.5525, -0.5249, 5.2255], [-2.1462, 3.9054, -4.5442], [0.2146, 4.2035, -4.7167], [1.7774, -0.0082, 4.0035], [-0.6457, 1.1712, -1.6753], [1.1401, -3.3270, 0.7198], [-2.5160, 2.9935, -2.2717], [-2.3374, 2.3601, -3.1385], [0.8622, 4.8786, -2.3873], [-0.1472, 3.6478, -3.8498], [3.1495, -1.3966, 4.9673], [-1.1470, -2.7730, 0.4928], [-1.0776, -0.8001, 2.4634], [-1.4142, -2.4371, 3.9734], [-0.6406, 0.5229, -4.2946], [3.2282, 0.2257, 5.6169], [-1.2655, 1.5159, -0.3430], [-0.3035, -2.6590, -1.0182], [0.8060, -2.1465, 3.2088], [2.5780, -2.3848, -0.9316], [1.0410, -3.4221, 2.4573], [1.7657, -1.0130, 2.8706], [-0.1546, 4.5858, -2.6458], [-1.5206, 3.0733, -4.2091], [1.8834, -0.8435, 6.0158], [-0.7167, 5.4942, -2.8665], [-0.7134, -1.7537, 3.2037], [-0.2521, -2.3751, 0.0288], [3.4230, -3.5046, 3.3383], [-2.9160, 0.4065, -1.7487], [2.7838, -1.3985, 2.8071], [2.6252, -5.2441, 2.1018], [-0.2209, -1.2993, 0.1744], [-2.9797, -0.6462, -2.0094], [1.4606, -0.3251, 1.7014], [-1.5690, 2.5650, -0.3084], [0.7704, 0.2795, 4.2791], [3.5136, -3.4285, 0.0999], [-2.4752, 0.5964, -0.2968], [-1.4165, 2.4310, -5.0861], [0.9984, -2.3731, 4.2559], [-1.2387, -0.8449, -3.3365]],
  "atomic_forces_ev_per_a": [[0.046, 0.040, -0.167], [-0.031, -0.036, -0.003], [-0.001, 0.098, 0.031], [-0.085, 0.240, -0.291], [-0.164, -0.482, 0.178], [-0.067, -0.036, -0.008], [-0.031, -0.038, 0.059], [0.001, 0.001, 0.003], [-0.015, -0.142, -0.004], [-0.172, 1.245, 0.373], [0.023, 0.010, 0.014], [-1.369, -1.293, 1.028], [0.003, 0.102, 0.146], [-0.057, -0.036, -0.170], [0.391, 0.295, 0.044], [0.029, -0.012, -0.061], [0.083, 0.167, 0.022], [-0.287, -0.224, -0.138], [-0.114, -0.039, 0.091], [-0.027, -0.047, -0.049], [0.572, 0.173, 0.390], [0.166, 0.277, 0.149], [-0.073, -2.930, -0.867], [0.067, -0.033, 0.055], [-0.023, 0.203, -0.199], [-0.010, 0.044, 0.013], [0.012, 0.002, 0.114], [0.196, -0.129, -0.026], [-0.182, 0.027, 0.259], [0.274, -0.131, -0.089], [0.537, 0.282, -0.492], [-0.015, -0.025, -0.063], [0.060, 0.151, 0.142], [-0.016, 0.085, 0.086], [0.204, -0.017, -0.280], [-0.101, 0.041, 0.033], [-0.114, -0.031, -0.230], [0.948, 1.922, -0.934], [-0.400, 0.158, 1.064], [0.040, -0.058, -0.058], [0.281, 0.081, -0.143], [-0.087, -0.031, 0.200], [-0.042, -0.011, 0.030], [-1.102, -0.093, 0.335], [0.347, 0.488, 0.416], [0.001, 0.041, -0.377], [0.099, 0.055, 0.224], [0.177, -0.050, -0.496], [0.245, 0.510, -0.326], [-0.027, 0.085, 0.108], [0.001, 0.011, -0.103], [0.269, -0.167, -0.578], [0.075, 0.022, -0.029], [-0.261, 0.057, -0.104], [-0.050, -0.341, 0.154], [-0.174, -0.286, 0.339], [-0.069, -0.015, -0.001], [0.025, -0.163, 0.178], [-0.009, -0.016, 0.010]],
  "nbo_charge": [0.220, 0.243, 0.223, 0.202, -0.216, 0.234, 0.221, 0.193, 0.294, -0.967, 0.195, 1.064, 0.277, 0.232, -0.585, 0.224, -0.404, -0.614, 0.234, 0.224, -0.435, -0.219, 0.937, 0.231, -0.212, 0.230, -0.404, 0.197, 0.270, -0.814, -0.712, 0.225, 0.208, -0.433, 0.212, -0.239, 0.229, -1.010, 0.205, -0.619, -0.427, 0.222, 0.216, 0.753, -0.958, -0.063, -0.207, 0.148, -0.023, 0.231, 0.226, -0.383, 0.200, 0.231, 0.233, -0.435, 0.214, 0.244, 0.236]
}


No. 5
{
  "formula": "C3H3FO2",
  "method": "ωB97M-V/def2-TZVPD",
  "smiles": "C=C(F)C(=O)O",
  "energy_ha": -366.44241,
  "spin_multiplicity": 1,
  "relative_energy_kj_mol": 14.9,
  "total_charge": 0,
  "species": ["F", "H", "O", "C", "H", "C", "H", "C", "O"],
  "positions_angstrom": [[1.4956, 0.3230, -0.7628], [0.2583, -1.4191, -2.3861], [0.3055, 0.9149, 1.4405], [-0.3169, -1.0932, -1.5157], [1.1993, 0.9966, 1.1695], [-0.4703, 0.1510, 0.6459], [-1.3810, -1.3350, -1.3932], [0.2506, -0.2760, -0.6163], [-1.5953, -0.1449, 0.8584]],
  "atomic_forces_ev_per_a": [[-1.020, -1.058, 0.028], [-0.399, 0.153, 0.222], [-2.275, -0.142, 1.271], [0.865, 0.972, 0.380], [1.286, -0.047, -0.874], [1.973, 0.456, -1.096], [0.763, -0.158, 0.122], [-0.510, -0.174, -0.632], [-0.683, 0.000, 0.579]],
  "nbo_charge": [-0.347, 0.224, -0.668, -0.405, 0.502, 0.728, 0.252, 0.249, -0.536]
}